C6H12N2O | ωB97M-V/def2-TZVPD

Atoms and positions in Å:
O1 -1.463 -1.174 -0.450
C1 -0.950 -0.162 -0.971
C2 0.146 0.683 -0.504
C3 0.819 0.402 0.721
N1 -1.603 0.411 -1.961
N2 0.400 -0.705 1.439
C4 2.076 1.137 0.997
C5 -2.073 -0.467 -3.016
C6 0.784 -0.930 2.817
H1 0.509 1.532 -1.054
H2 -1.474 1.408 -2.225
H3 -0.532 -1.068 1.072
H4 2.089 1.637 2.070
H5 2.835 0.455 0.973
H6 2.233 2.042 0.352
H7 -2.626 0.019 -3.798
H8 -2.547 -1.332 -2.617
H9 -1.150 -0.848 -3.456
H10 -0.102 -1.187 3.265
H11 1.265 -0.108 3.268
H12 1.365 -1.746 3.080

Calculated values
- orbital gap (eV) = 8.60
- LUMO level (eV) = 0.858
- largest force on an atom (Eh/bohr) = 0.09819
- ΔE to the lowest compared entry with this formula, charge and spin (eV) = 1.6654
- total charge = 0
- SMILES = CNC(=O)/C=C(/C)NC

Mulliken atomic charge list, values in e, 4 entries: -0.783 0.958 -0.886 0.713